Entry 1:
Computed, not measured: a structure of composition C33H26FMnN7O4, with wB97M-V/def2-TZVPD.

Output
Highest occupied orbital energy (alpha / beta) in Eh: -0.389 / -0.391
ΔE to the lowest compared entry with this formula, charge and spin in kJ/mol: 381.35
M in g/mol: 658.6
Net charge: +1
Spin multiplicity: 5
HOMO-LUMO gap (alpha / beta) in Eh: 0.2558 / 0.2522
Maximum force in eV Å⁻¹: 1.21

Atoms and positions in Å:
Mn: 1.088 -0.831 -0.568
C: 0.953 -0.890 3.828
C: 2.259 -0.619 4.169
C: 3.216 -0.486 3.162
C: 2.816 -0.626 1.854
N: 1.542 -0.860 1.531
C: 0.626 -1.000 2.483
C: 3.777 -0.530 0.685
C: 5.158 -0.496 0.777
C: 5.879 -0.463 -0.412
C: 5.228 -0.477 -1.636
C: 3.841 -0.512 -1.628
N: 3.187 -0.524 -0.487
C: 2.955 -0.583 -2.851
C: 3.445 -0.442 -4.128
C: 2.560 -0.541 -5.197
C: 1.225 -0.778 -4.948
C: 0.804 -0.897 -3.632
N: 1.653 -0.798 -2.614
H: 0.182 -1.008 4.576
H: 2.548 -0.513 5.206
H: 4.247 -0.274 3.406
H: -0.382 -1.216 2.149
H: 5.663 -0.517 1.732
H: 6.960 -0.443 -0.381
H: 5.787 -0.478 -2.560
H: 4.494 -0.251 -4.298
H: 2.921 -0.430 -6.211
H: 0.505 -0.863 -5.750
H: -0.230 -1.065 -3.367
C: 0.749 2.239 -0.234
N: 0.362 0.859 -0.475
C: -1.036 0.520 -0.484
C: -0.929 -2.013 -0.334
C: -1.796 -2.856 0.299
C: -1.023 -4.000 0.638
C: 0.250 -3.798 0.170
N: 0.330 -2.587 -0.475
C: -0.008 2.827 0.933
C: 0.306 2.468 2.242
C: -0.444 2.939 3.307
C: -1.526 3.782 3.075
C: -1.838 4.161 1.780
C: -1.078 3.686 0.714
H: 0.576 2.848 -1.125
H: 1.823 2.258 -0.032
H: -1.508 0.531 0.506
H: -2.846 -2.700 0.473
H: -1.376 -4.880 1.153
H: 1.117 -4.433 0.259
H: 1.159 1.820 2.425
H: -0.186 2.658 4.320
H: -2.116 4.148 3.905
H: -2.670 4.828 1.596
H: -1.314 3.993 -0.300
F: -5.985 -2.312 -1.902
C: -5.431 -1.449 -1.055
C: -4.657 -0.457 -1.474
N: -4.071 0.449 -0.600
C: -3.351 1.590 -1.143
C: -1.878 1.365 -1.450
O: -1.369 1.917 -2.390
O: -1.158 -0.829 -1.070
C: -4.234 0.347 0.766
O: -3.693 1.091 1.555
N: -5.063 -0.685 1.159
C: -5.709 -1.639 0.366
O: -6.381 -2.516 0.844
H: -4.457 -0.311 -2.527
H: -3.398 2.392 -0.404
H: -3.840 1.927 -2.053
H: -5.210 -0.767 2.156

***

Entry 2:
Computed, not measured: a structure of composition C55H69ClKO2P3Si2, with wB97M-V/def2-TZVPD.

Output
Highest occupied orbital energy in Eh: -0.039
ΔE to the lowest compared entry with this formula, charge and spin in kJ/mol: 77.07
M in g/mol: 985.8
Net charge: -2
HOMO-LUMO gap in Eh: 0.1829
Maximum force in eV Å⁻¹: 0.85

Atoms and positions in Å:
K: 1.273 0.285 -0.458
C: -1.011 3.485 1.139
C: -1.657 2.596 0.075
C: -2.412 3.437 -0.952
P: -2.484 1.139 0.898
C: -3.637 1.848 2.194
C: -4.686 2.922 1.911
C: -4.289 0.660 2.902
C: -3.575 0.402 -0.392
C: -4.686 1.043 -0.939
C: -5.516 0.396 -1.849
C: -5.228 -0.912 -2.209
C: -4.099 -1.538 -1.694
C: -3.236 -0.901 -0.797
Si: -1.540 -1.625 -0.198
C: -1.376 -3.079 -1.462
C: -1.817 -4.365 -1.129
C: -1.709 -5.448 -1.990
C: -1.155 -5.270 -3.249
C: -0.697 -4.008 -3.601
C: -0.781 -2.920 -2.729
P: 0.008 -1.329 -3.237
C: -1.037 -0.652 -4.628
C: -2.052 0.356 -4.093
C: -1.713 -1.648 -5.564
C: 1.496 -1.849 -4.259
C: 2.375 -2.966 -3.695
C: 2.360 -0.597 -4.439
C: -2.224 -2.491 1.413
C: -3.579 -2.791 1.562
C: -4.114 -3.286 2.747
C: -3.288 -3.483 3.840
C: -1.935 -3.183 3.725
C: -1.396 -2.704 2.533
P: 0.392 -2.346 2.323
C: 1.349 -3.409 3.528
C: 1.039 -4.874 3.213
C: 1.387 -3.179 5.041
C: 0.553 -0.599 2.945
C: -0.230 -0.225 4.204
C: 2.030 -0.204 3.040
H: -0.261 4.142 0.692
H: -0.501 2.897 1.907
H: -1.764 4.110 1.629
H: -0.841 2.109 -0.471
H: -3.230 4.002 -0.499
H: -2.831 2.825 -1.753
H: -1.726 4.161 -1.401
H: -2.909 2.288 2.886
H: -5.515 2.523 1.325
H: -4.275 3.783 1.385
H: -5.111 3.283 2.855
H: -5.035 0.191 2.251
H: -4.801 0.988 3.813
H: -3.560 -0.111 3.164
H: -4.897 2.069 -0.673
H: -6.371 0.914 -2.269
H: -5.869 -1.441 -2.908
H: -3.877 -2.554 -2.006
H: -2.269 -4.520 -0.155
H: -2.064 -6.424 -1.676
H: -1.063 -6.098 -3.943
H: -0.237 -3.875 -4.574
H: -0.291 -0.088 -5.202
H: -2.865 -0.139 -3.562
H: -2.488 0.929 -4.918
H: -1.590 1.055 -3.393
H: -2.431 -2.260 -5.012
H: -1.004 -2.321 -6.048
H: -2.259 -1.118 -6.351
H: 1.128 -2.165 -5.245
H: 3.020 -2.579 -2.907
H: 3.021 -3.353 -4.492
H: 1.803 -3.797 -3.285
H: 2.789 -0.304 -3.477
H: 1.806 0.257 -4.836
H: 3.189 -0.800 -5.126
H: -4.243 -2.627 0.720
H: -5.175 -3.505 2.811
H: -3.686 -3.855 4.779
H: -1.295 -3.316 4.586
H: 2.369 -3.222 3.168
H: 0.066 -5.165 3.615
H: 1.797 -5.529 3.654
H: 1.016 -5.050 2.135
H: 0.428 -3.375 5.522
H: 1.687 -2.164 5.293
H: 2.117 -3.858 5.494
H: 0.091 0.008 2.155
H: 0.103 -0.765 5.093
H: -1.294 -0.425 4.065
H: -0.116 0.845 4.410
H: 2.539 -0.735 3.849
H: 2.113 0.869 3.231
H: 2.588 -0.400 2.121
Cl: 6.643 -4.437 2.242
C: 5.729 -3.209 1.385
C: 6.314 -1.951 1.165
C: 5.634 -0.971 0.501
C: 4.284 -1.154 0.016
O: 3.660 -0.225 -0.544
C: 3.739 -2.477 0.246
C: 2.448 -2.836 -0.288
O: 1.704 -2.075 -0.873
C: 4.469 -3.468 0.921
H: 7.317 -1.768 1.534
H: 6.077 0.006 0.345
H: 2.162 -3.902 -0.171
H: 4.013 -4.443 1.069
C: 3.717 5.371 -3.801
C: 4.629 5.446 -2.755
C: 4.339 4.857 -1.532
C: 3.142 4.169 -1.304
C: 2.252 4.103 -2.378
C: 2.521 4.696 -3.606
Si: 2.670 3.362 0.397
C: 2.171 5.011 1.299
C: 2.136 5.058 2.700
C: 1.684 6.166 3.399
C: 1.224 7.285 2.714
C: 1.235 7.267 1.326
C: 1.702 6.153 0.638
H: 3.943 5.826 -4.759
H: 5.571 5.969 -2.891
H: 5.055 4.932 -0.720
H: 1.314 3.569 -2.246
H: 1.799 4.621 -4.412
H: 4.076 3.256 0.966
H: 2.473 4.190 3.263
H: 1.681 6.153 4.485
H: 0.860 8.151 3.254
H: 0.878 8.128 0.768
H: 1.704 6.178 -0.447

***

Entry 3:
Computed, not measured: a cluster of 2 separate species, C4H12 in total, with wB97M-V/def2-TZVPD.

Output
Highest occupied orbital energy in Eh: -0.393
ΔE to the lowest compared entry with this formula, charge and spin in kJ/mol: 210.41
M in g/mol: 60.1
Net charge: 0
Structure (SMILES): CC.CC
HOMO-LUMO gap in Eh: 0.4310
Maximum force in eV Å⁻¹: 6.95

Atoms and positions in Å:
C: 0.126 -1.334 2.240
C: -0.062 -2.413 1.131
H: 0.556 -0.436 1.901
H: -0.760 -0.972 2.671
H: 0.755 -1.785 3.046
H: -0.723 -3.228 1.379
H: 0.862 -2.734 0.733
H: -0.593 -1.816 0.366
C: -0.147 2.447 -2.207
C: 0.245 1.444 -1.204
H: -0.342 2.029 -3.224
H: -1.165 2.966 -1.971
H: 0.427 3.373 -2.133
H: -0.622 0.904 -0.471
H: 0.291 0.475 -1.634
H: 1.154 1.078 -0.622

***

Entry 4:
Computed, not measured: a structure of composition C12H30CdCl2N2O4, with wB97M-V/def2-TZVPD.

Output
Highest occupied orbital energy (alpha / beta) in Eh: -0.470 / -0.468
M in g/mol: 449.7
Net charge: +1
Spin multiplicity: 2
HOMO-LUMO gap (alpha / beta) in Eh: 0.4023 / 0.1874
Maximum force in eV Å⁻¹: 3.29

Atoms and positions in Å:
Cd: -0.209 0.695 -0.886
Cl: 0.606 -1.087 -2.520
Cl: -0.990 2.724 0.111
C: -0.709 -3.067 4.077
O: -0.801 -2.347 2.871
C: -1.761 -1.267 2.888
C: -1.480 -0.168 1.802
N: -0.901 -0.703 0.576
C: -1.897 -1.416 -0.202
C: -2.948 -0.492 -0.929
O: -2.182 0.348 -1.728
C: -2.984 1.359 -2.383
H: -0.308 -2.338 4.781
H: 0.009 -3.887 4.030
H: -1.628 -3.560 4.392
H: -1.773 -0.748 3.846
H: -2.774 -1.644 2.749
H: -0.687 0.443 2.234
H: -2.309 0.538 1.761
H: -0.295 -1.422 0.946
H: -2.367 -2.139 0.464
H: -1.382 -1.991 -0.972
H: -3.638 -0.094 -0.185
H: -3.670 -1.113 -1.460
H: -3.444 0.964 -3.289
H: -2.401 2.175 -2.812
H: -3.822 1.724 -1.788
C: 0.197 2.335 -4.064
O: 0.527 2.314 -2.674
C: 1.872 2.620 -2.429
C: 2.236 2.511 -0.960
N: 1.909 1.103 -0.470
C: 2.254 0.945 0.930
C: 2.761 -0.461 1.165
O: 1.760 -1.463 1.131
C: 2.336 -2.781 1.281
H: -0.876 2.296 -4.249
H: 0.482 1.415 -4.576
H: 0.508 3.208 -4.639
H: 2.140 3.642 -2.695
H: 2.508 2.016 -3.077
H: 1.682 3.288 -0.432
H: 3.284 2.761 -0.798
H: 2.496 0.472 -0.996
H: 1.370 1.243 1.493
H: 3.041 1.652 1.190
H: 3.298 -0.495 2.113
H: 3.559 -0.537 0.427
H: 1.743 -3.495 0.709
H: 2.308 -3.119 2.317
H: 3.352 -2.955 0.928

***

Entry 5:
Computed, not measured: a structure of composition C4H2O2, with wB97M-V/def2-TZVPD.

Output
Highest occupied orbital energy in Eh: -0.400
ΔE to the lowest compared entry with this formula, charge and spin in kJ/mol: 206.65
M in g/mol: 82.1
Net charge: 0
HOMO-LUMO gap in Eh: 0.3410
Maximum force in eV Å⁻¹: 0.66

Atoms and positions in Å:
O: 0.445 -0.311 1.685
C: 0.325 -1.016 0.716
C: -0.083 -0.450 -0.648
O: -0.198 -1.167 -1.614
C: -0.306 0.985 -0.652
C: -0.496 2.229 -0.648
H: 0.494 -2.108 0.714
H: -0.182 1.839 0.447

***

Entry 6:
Computed, not measured: a structure of composition C8H20Ag3FO4, with wB97M-V/def2-TZVPD.

Output
Highest occupied orbital energy in Eh: -0.553
M in g/mol: 522.8
Net charge: +2
HOMO-LUMO gap in Eh: 0.2212
Maximum force in eV Å⁻¹: 1.43

Atoms and positions in Å:
Ag: 0.793 2.222 1.855
Ag: 1.458 2.704 -1.491
Ag: 3.212 -0.113 -0.464
F: 0.959 0.903 -0.156
C: -2.664 3.455 2.416
O: -1.402 3.213 1.702
C: -1.548 2.911 0.309
C: -2.329 1.644 -0.003
O: -3.692 1.865 0.299
C: -4.557 0.814 -0.138
H: -2.991 2.435 2.588
H: -3.363 4.069 1.857
H: -2.458 3.900 3.385
H: -0.571 2.859 -0.201
H: -1.937 3.824 -0.156
H: -2.015 0.822 0.653
H: -2.215 1.375 -1.058
H: -4.303 0.399 -1.113
H: -5.538 1.268 -0.283
H: -4.671 0.118 0.693
C: 2.037 -1.812 1.922
O: 2.585 -2.044 0.619
C: 1.699 -2.912 -0.089
C: 2.372 -3.309 -1.405
O: 2.870 -2.105 -1.985
C: 3.695 -2.302 -3.137
H: 1.055 -1.330 1.829
H: 2.547 -1.071 2.541
H: 1.955 -2.767 2.437
H: 0.722 -2.475 -0.307
H: 1.548 -3.815 0.505
H: 1.727 -3.871 -2.081
H: 3.216 -3.965 -1.167
H: 3.701 -1.298 -3.562
H: 3.382 -3.011 -3.905
H: 4.723 -2.598 -2.908